# 1
DFT (the ωB97M-V functional and the def2-TZVPD basis) results for a molecular structure, C26H16F5N5OSW at a distorted geometry.

Atoms and positions in Å:
1 W 0.05 -0.26 -1.73
2 F 5.44 1.99 -5.39
3 C 4.28 1.36 -5.19
4 C 3.71 1.35 -3.93
5 F 4.31 1.97 -2.91
6 C 2.52 0.68 -3.78
7 F 1.80 0.55 -2.63
8 C 1.88 0.02 -4.82
9 S 0.41 -0.69 -4.20
10 C 2.46 0.04 -6.08
11 F 1.89 -0.58 -7.12
12 C 3.66 0.71 -6.26
13 F 4.24 0.73 -7.46
14 N -6.04 -1.52 7.04
15 C -5.40 -1.40 6.09
16 C -4.59 -1.24 4.91
17 C -3.95 -2.35 4.36
18 C -3.17 -2.19 3.23
19 C -3.02 -0.94 2.63
20 C -3.66 0.16 3.19
21 C -4.44 0.01 4.33
22 C -2.17 -0.77 1.44
23 C -2.56 -1.26 0.22
24 C -3.77 -1.96 -0.16
25 C -3.74 -2.25 -1.50
26 C -2.47 -1.71 -1.90
27 N -1.76 -1.14 -0.93
28 C -0.92 -0.07 1.48
29 C -0.29 0.48 2.63
30 C 0.90 1.07 2.22
31 C 0.96 0.86 0.82
32 N -0.15 0.17 0.37
33 H -4.06 -3.33 4.81
34 H -2.66 -3.06 2.81
35 H -3.56 1.14 2.74
36 H -4.94 0.88 4.75
37 H -4.58 -2.19 0.52
38 H -4.46 -2.74 -2.13
39 H -2.18 -1.83 -2.93
40 H -0.67 0.45 3.64
41 H 1.63 1.58 2.83
42 H 1.83 1.22 0.08
43 C 4.48 1.28 1.70
44 N 3.39 1.31 0.75
45 C 2.87 2.47 0.04
46 C 1.82 2.05 -0.76
47 N 1.63 0.56 -0.58
48 C 2.64 0.17 0.36
49 H 4.88 2.29 1.81
50 H 5.26 0.62 1.32
51 H 4.12 0.92 2.66
52 H 3.29 3.45 0.18
53 H 1.19 2.61 -1.42
54 H 2.80 -0.83 0.72
55 O -1.16 -0.83 -2.86

Properties
orbital gap (alpha / beta): 5.3 / 5.8 eV
spin multiplicity: 3
net charge: 0
<S²>: 2.49

# 2
DFT (the ωB97M-V functional and the def2-TZVPD basis) results for a molecular structure, C31H32F6N2O4S6Sc.

Atoms and positions in Å:
1 Sc -0.12 1.18 0.00
2 C -4.50 0.60 0.33
3 C -4.72 -0.89 0.57
4 S -3.36 -1.89 -0.08
5 C -2.96 -2.96 1.33
6 C -2.61 -2.28 2.65
7 S -1.25 -1.08 2.57
8 C -1.99 0.32 3.44
9 C -3.23 0.95 2.82
10 S -3.06 1.40 1.07
11 H -4.37 0.80 -0.74
12 H -5.40 1.14 0.64
13 H -4.85 -1.10 1.63
14 H -5.65 -1.19 0.08
15 H -3.76 -3.67 1.51
16 H -2.10 -3.54 0.97
17 H -3.49 -1.77 3.06
18 H -2.35 -3.06 3.36
19 H -2.22 0.03 4.47
20 H -1.17 1.04 3.49
21 H -4.10 0.30 2.93
22 H -3.46 1.86 3.38
23 F -0.82 2.39 6.47
24 C -0.01 2.86 5.52
25 F 0.22 4.15 5.72
26 F 1.13 2.19 5.52
27 S 0.47 2.87 2.24
28 O 0.71 1.37 2.08
29 O -0.62 3.05 1.18
30 N 1.79 3.66 1.63
31 S 1.98 3.67 0.10
32 O 1.62 4.86 -0.61
33 O 1.58 2.40 -0.55
34 C 3.81 3.61 -0.05
35 F 4.36 4.72 0.46
36 F 4.33 2.56 0.58
37 F 4.15 3.54 -1.34
38 S -1.76 -0.68 -4.27
39 C -1.21 -2.08 -3.40
40 C -1.14 -3.40 -3.81
41 C -0.71 -4.35 -2.90
42 C -0.38 -3.98 -1.60
43 C -0.45 -2.67 -1.18
44 C -0.85 -1.70 -2.10
45 N -0.99 -0.34 -1.83
46 C -1.47 0.30 -2.85
47 C -1.77 1.73 -2.78
48 C -2.44 2.38 -3.82
49 C -2.74 3.72 -3.69
50 C -2.37 4.39 -2.52
51 C -1.70 3.72 -1.51
52 C -1.37 2.36 -1.59
53 H -1.41 -3.68 -4.82
54 H -0.64 -5.39 -3.21
55 H -0.06 -4.75 -0.89
56 H -0.21 -2.36 -0.18
57 H -2.73 1.85 -4.72
58 H -3.26 4.25 -4.48
59 H -2.60 5.44 -2.42
60 H -1.41 4.27 -0.62
61 C 3.07 -0.38 1.68
62 C 2.57 -1.18 0.47
63 C 2.12 -2.55 1.03
64 C 1.41 -0.46 -0.21
65 C 3.69 -1.43 -0.54
66 C 4.95 -0.84 -0.45
67 C 5.93 -1.09 -1.40
68 C 5.68 -1.93 -2.48
69 C 4.43 -2.52 -2.59
70 C 3.45 -2.27 -1.64
71 H 2.29 -0.34 2.43
72 H 3.33 0.64 1.43
73 H 3.95 -0.88 2.12
74 H 1.27 -2.40 1.71
75 H 2.94 -2.99 1.60
76 H 1.83 -3.25 0.25
77 H 1.54 -0.51 -1.30
78 H 5.17 -0.17 0.37
79 H 6.90 -0.60 -1.31
80 H 6.45 -2.11 -3.22
81 H 4.21 -3.17 -3.43
82 H 2.47 -2.71 -1.76

Properties
orbital gap (alpha / beta): 5.3 / 7.1 eV
net charge: -1

# 3
DFT (the ωB97M-V functional and the def2-TZVPD basis) results for a molecular structure, C25H27AsCrN2O2.

Atoms and positions in Å:
1 Cr 0.12 -0.61 2.01
2 O -1.06 -1.71 0.85
3 C -2.35 -1.69 0.75
4 C -2.96 -2.44 -0.29
5 C -4.32 -2.46 -0.46
6 C -5.17 -1.74 0.40
7 C -4.61 -1.01 1.42
8 C -3.22 -0.96 1.62
9 C -2.75 -0.17 2.72
10 N -1.53 0.05 3.02
11 C -1.17 0.83 4.21
12 C 0.10 1.63 3.92
13 N 1.04 0.76 3.21
14 C 2.30 1.01 3.23
15 C 3.31 0.29 2.51
16 C 4.63 0.77 2.63
17 C 5.69 0.17 2.01
18 C 5.44 -0.98 1.24
19 C 4.18 -1.49 1.10
20 C 3.05 -0.88 1.73
21 O 1.89 -1.40 1.55
22 H -2.30 -3.00 -0.94
23 H -4.74 -3.04 -1.26
24 H -6.25 -1.77 0.26
25 H -5.25 -0.46 2.09
26 H -3.53 0.27 3.35
27 H -1.99 1.50 4.50
28 H -0.98 0.14 5.03
29 H -0.14 2.47 3.27
30 H 0.53 2.01 4.84
31 H 2.66 1.85 3.83
32 H 4.80 1.66 3.24
33 H 6.70 0.56 2.11
34 H 6.27 -1.48 0.74
35 H 3.99 -2.38 0.52
36 C 1.76 1.95 -1.61
37 As 0.56 0.71 -0.71
38 C 1.17 -0.93 -1.58
39 C -1.13 1.06 -1.68
40 C -1.10 0.80 -3.15
41 C -0.70 1.79 -4.05
42 C -0.64 1.53 -5.41
43 C -0.98 0.28 -5.90
44 C -1.39 -0.71 -5.02
45 C -1.45 -0.45 -3.66
46 H 1.74 1.81 -2.69
47 H 2.77 1.76 -1.25
48 H 1.49 2.98 -1.37
49 H 1.12 -0.84 -2.66
50 H 0.57 -1.76 -1.22
51 H 2.20 -1.09 -1.26
52 H -1.37 2.10 -1.46
53 H -1.88 0.44 -1.19
54 H -0.44 2.78 -3.68
55 H -0.32 2.31 -6.10
56 H -0.93 0.08 -6.96
57 H -1.66 -1.69 -5.39
58 H -1.77 -1.22 -2.97

Properties
orbital gap (alpha / beta): 7.6 / 7.8 eV
spin multiplicity: 5
net charge: 0
<S²>: 6.01

# 4
DFT (the ωB97M-V functional and the def2-TZVPD basis) results for 10 unconnected molecules or ions with the total composition C26H77N13O11 at a distorted geometry.

Atoms and positions in Å:
1 C 2.80 3.48 -6.98
2 O 2.53 3.60 -8.31
3 C 3.48 4.39 -9.00
4 C 3.25 4.43 -10.55
5 C 1.99 5.15 -11.04
6 N 3.16 3.10 -11.11
7 H 2.04 2.86 -6.50
8 H 2.72 4.46 -6.50
9 H 3.75 2.96 -6.87
10 H 3.55 5.44 -8.71
11 H 4.45 3.97 -8.73
12 H 4.10 4.89 -11.05
13 H 1.13 4.50 -10.87
14 H 1.90 5.37 -12.11
15 H 1.81 6.06 -10.47
16 H 4.01 2.60 -10.92
17 H 2.47 2.59 -10.57
18 C -1.19 -1.76 -5.68
19 O -2.36 -1.13 -6.13
20 C -2.66 -1.51 -7.47
21 C -4.00 -0.86 -7.96
22 C -4.07 0.70 -7.97
23 N -5.18 -1.36 -7.35
24 H -1.26 -2.85 -5.73
25 H -0.94 -1.59 -4.64
26 H -0.39 -1.34 -6.29
27 H -1.84 -1.29 -8.16
28 H -2.90 -2.56 -7.60
29 H -4.15 -1.17 -8.99
30 H -4.99 1.06 -8.42
31 H -3.31 1.05 -8.66
32 H -3.84 1.25 -7.06
33 H -5.11 -2.30 -7.00
34 H -5.16 -0.95 -6.43
35 C -7.35 -2.01 1.72
36 O -7.02 -3.11 0.92
37 C -6.74 -4.33 1.74
38 C -5.60 -4.09 2.77
39 C -4.28 -3.58 2.23
40 N -5.20 -5.31 3.47
41 H -7.66 -1.22 1.03
42 H -6.50 -1.63 2.29
43 H -8.18 -2.19 2.40
44 H -7.67 -4.69 2.18
45 H -6.42 -5.15 1.10
46 H -6.00 -3.40 3.51
47 H -3.48 -3.51 2.97
48 H -4.40 -2.58 1.80
49 H -3.92 -4.25 1.44
50 H -5.96 -5.75 3.98
51 H -4.84 -6.00 2.83
52 C 5.61 -8.26 6.62
53 O 5.01 -8.59 5.34
54 C 4.21 -7.53 4.83
55 C 2.97 -8.16 4.20
56 C 2.11 -7.05 3.58
57 N 2.25 -9.16 5.04
58 H 6.31 -9.01 6.99
59 H 4.84 -8.19 7.38
60 H 6.12 -7.30 6.49
61 H 3.92 -6.70 5.48
62 H 4.90 -7.02 4.15
63 H 3.31 -8.76 3.36
64 H 2.35 -6.48 2.68
65 H 1.81 -6.34 4.35
66 H 1.25 -7.59 3.20
67 H 2.80 -9.59 5.77
68 H 1.68 -8.55 5.60
69 C 5.07 0.48 5.96
70 O 4.25 1.63 5.76
71 C 4.41 2.67 6.73
72 C 3.48 3.86 6.35
73 C 3.80 5.19 7.08
74 N 2.08 3.54 6.35
75 H 4.98 -0.13 6.86
76 H 6.12 0.76 5.86
77 H 4.79 -0.17 5.12
78 H 4.25 2.18 7.69
79 H 5.44 3.00 6.65
80 H 3.83 4.07 5.34
81 H 3.84 5.07 8.16
82 H 3.08 5.93 6.73
83 H 4.77 5.53 6.73
84 H 1.90 2.71 5.81
85 H 1.71 4.17 5.65
86 N -6.82 4.08 3.60
87 C -6.25 3.58 4.63
88 N -5.16 2.94 4.36
89 O -6.70 3.68 5.72
90 H -6.52 3.74 2.71
91 H -7.80 4.32 3.55
92 H -4.48 2.57 5.00
93 H -4.97 2.91 3.37
94 N 8.18 -4.13 -1.79
95 C 7.11 -3.33 -1.82
96 N 7.14 -2.44 -0.87
97 O 6.19 -3.46 -2.68
98 H 8.95 -3.86 -1.21
99 H 8.29 -4.62 -2.67
100 H 7.95 -2.63 -0.30
101 H 6.39 -1.85 -0.54
102 N -1.30 9.11 3.92
103 C -2.05 8.51 3.09
104 N -3.29 8.65 3.44
105 O -1.62 7.96 2.13
106 H -0.30 8.95 3.88
107 H -1.67 9.49 4.79
108 H -4.02 8.13 2.97
109 H -3.58 9.38 4.07
110 N -3.26 2.01 -2.69
111 C -4.21 1.61 -1.92
112 N -4.55 0.45 -2.39
113 O -4.68 2.21 -1.01
114 H -2.94 2.95 -2.50
115 H -2.82 1.46 -3.42
116 H -4.02 0.05 -3.15
117 H -5.23 -0.15 -1.94
118 O 3.01 1.60 1.52
119 C 1.59 1.81 1.40
120 C 0.70 0.61 1.91
121 O 0.82 0.32 3.30
122 H 3.23 1.58 2.45
123 H 1.32 2.82 1.72
124 H 1.32 1.79 0.34
125 H 0.88 -0.30 1.34
126 H -0.34 0.92 1.76
127 H 1.70 0.01 3.49

Properties
orbital gap: 9.3 eV
net charge: 0
SMILES: COC[C@H](C)N.COC[C@H](C)N.COC[C@H](C)N.COC[C@H](C)N.COC[C@H](C)N.NC(N)=O.NC(N)=O.NC(N)=O.NC(N)=O.OCCO

# 5
DFT (the ωB97M-V functional and the def2-TZVPD basis) results for a molecular structure, C22H32N6O4S2 at a distorted geometry.

Atoms and positions in Å:
1 C 0.72 2.25 -5.38
2 C 1.38 3.20 -4.89
3 C 0.98 3.71 -3.50
4 N -0.02 3.02 -2.85
5 C 0.10 1.86 -2.08
6 N -1.15 1.61 -1.57
7 N -1.90 2.48 -2.16
8 C -1.39 3.15 -3.06
9 C -1.91 4.22 -3.90
10 C -3.16 3.91 -4.58
11 C -3.93 4.98 -5.28
12 C -4.07 6.12 -4.54
13 C -2.53 6.65 -4.06
14 C -2.19 5.64 -3.00
15 H -2.83 5.26 -2.33
16 H -1.10 5.96 -2.45
17 H -2.69 7.67 -3.34
18 H -1.87 7.00 -4.62
19 H -4.51 7.10 -5.28
20 H -4.73 6.13 -3.68
21 H -4.70 4.59 -5.88
22 H -3.09 5.26 -6.00
23 H -3.99 3.66 -3.67
24 H -3.01 3.08 -4.96
25 H -1.35 4.37 -4.77
26 S 1.49 1.34 -1.46
27 C 1.35 0.14 -0.22
28 C -0.29 -0.18 0.27
29 C -0.24 -1.09 1.39
30 C 0.81 -1.68 1.88
31 C 1.93 -1.51 1.45
32 C 2.27 -0.65 0.38
33 N 3.55 -0.24 0.04
34 O 4.62 -0.92 0.52
35 O 3.82 0.55 -0.83
36 H 2.70 -1.91 1.98
37 S 0.48 -3.06 3.03
38 O 1.43 -2.43 4.44
39 O -0.92 -3.07 3.44
40 N 1.02 -4.34 2.58
41 H 0.44 -4.61 1.95
42 C 2.00 -5.17 3.37
43 C 1.33 -6.43 3.86
44 H 2.14 -7.15 4.07
45 H 0.49 -6.95 3.14
46 C 0.55 -5.79 4.92
47 N 1.58 -5.55 6.06
48 C 1.85 -6.70 6.81
49 H 0.73 -7.19 7.43
50 H 2.52 -6.68 7.75
51 H 1.96 -7.67 6.23
52 C 1.08 -4.52 6.90
53 H 1.81 -4.29 7.50
54 H 1.16 -3.50 6.31
55 H 0.25 -4.47 7.46
56 H -0.05 -4.79 4.95
57 H -0.18 -6.70 5.30
58 H 2.55 -4.66 3.92
59 H 2.60 -5.59 2.38
60 H -1.27 -1.05 1.71
61 H -0.92 0.30 -0.32
62 H 0.95 4.80 -3.43
63 H 1.95 3.44 -2.84
64 H 2.35 3.52 -5.08
65 H 1.09 1.87 -6.42
66 H -0.08 1.74 -4.99

Properties
orbital gap: 7.3 eV
net charge: 0

Energy relative to the best compared isomer or geometry (same formula, charge and spin) in eV, matching the order above: 25.036, 3.012, 0.000, 2.390, 24.887
E in eV, matching the order above: -62942.94687, -145854.68648, -122700.70587, -70099.81591, -62109.55587